Record 1
Density functional theory data (ωB97M-V/def2-TZVPD) for 2 unconnected molecules or ions with the total composition HO5PS.

The geometry in XYZ format:
```
8
Properties=species:S:1:pos:R:3:forces:R:3
O -1.670861 0.660934 1.798903 1.07 -0.53 -1.04
O 0.226289 -0.935297 0.953326 -2.71 -1.22 3.62
O -1.999334 -0.867476 -0.206503 -1.32 -1.38 -1.02
O 2.512714 -0.223472 -1.236634 -0.62 1.03 -0.48
O -0.402964 1.050334 -0.422777 1.65 0.69 -0.79
P -1.069616 0.003116 0.536680 -1.34 1.43 1.88
S 1.650594 0.950433 -1.724709 -0.62 -1.06 1.28
H 0.753178 -0.638571 0.301713 3.89 1.05 -3.46
```
Forces are in eV/Å.

Summary:
Maximum force ... 5.309 eV Å⁻¹
HOMO (alpha / beta) ... 0.19 / 0.18 eV
HOMO-LUMO gap (alpha / beta) ... 5.43 / 5.43 eV
Total charge ... -2


Record 2
Density functional theory data (ωB97M-V/def2-TZVPD) for a molecular structure, HO5S2.

The geometry in XYZ format:
```
8
Properties=species:S:1:pos:R:3:forces:R:3
O 0.930856 0.200090 -1.434163 -0.73 0.37 0.77
O -0.085175 -1.246225 0.282219 -0.68 0.83 -0.96
O 2.209465 -0.616167 0.473791 -1.09 0.89 -0.20
O -1.983954 0.027682 -0.233240 -1.10 0.23 -0.20
O 0.478378 1.028443 0.910549 -2.17 0.23 -1.45
S -1.482026 1.416170 0.143723 1.39 1.18 0.87
S 0.919840 -0.124330 -0.020397 4.07 -1.82 0.56
H -0.987382 -0.685660 -0.122481 0.31 -1.91 0.60
```
Forces are in eV/Å.

Summary:
Maximum force ... 4.496 eV Å⁻¹
HOMO ... -4.40 eV
HOMO-LUMO gap ... 7.31 eV
Total charge ... -1


Record 3
Density functional theory data (ωB97M-V/def2-TZVPD) for a molecular structure, I2NO.

The geometry in XYZ format:
```
4
Properties=species:S:1:pos:R:3:forces:R:3
N -0.365233 1.071205 -1.490115 1.44 -3.72 -0.27
O 0.104043 -0.024171 -1.406896 -1.30 2.79 -0.82
I -0.363812 2.021533 0.386317 -0.13 0.89 1.10
I 0.625003 -3.068567 2.510693 -0.01 0.03 -0.02
```
Forces are in eV/Å.

Summary:
Maximum force ... 3.994 eV Å⁻¹
HOMO ... -3.22 eV
HOMO-LUMO gap ... 4.59 eV
Total charge ... -1


Record 4
Density functional theory data (ωB97M-V/def2-TZVPD) for I2O3 in the gas phase.

The geometry in XYZ format:
```
5
Properties=species:S:1:pos:R:3:forces:R:3
O -0.097982 -1.274684 0.413744 0.65 0.20 0.60
O 1.518832 -0.504489 0.814327 -0.67 -3.02 1.73
O -0.566147 -0.589365 -0.551733 -0.01 -0.13 -0.90
I 1.635464 1.039361 -0.099899 1.24 2.71 -1.74
I -1.681854 1.068533 -0.094008 -1.22 0.24 0.31
```
Forces are in eV/Å.

Summary:
Maximum force ... 3.545 eV Å⁻¹
HOMO (alpha / beta) ... -8.92 / -8.95 eV
HOMO-LUMO gap (alpha / beta) ... 7.09 / 7.28 eV


Record 5
Density functional theory data (ωB97M-V/def2-TZVPD) for a molecular structure, ILiNO7S.

The geometry in XYZ format:
```
11
Properties=species:S:1:pos:R:3:forces:R:3
Li -2.873728 -13.587171 17.946680 0.88 -0.05 1.19
N -2.862513 -10.503533 19.315540 -0.19 -0.29 0.77
O -3.364442 -11.640762 19.148853 -0.22 0.05 -0.83
O -3.028329 -9.589014 18.468301 -0.04 -0.05 -0.43
O -2.254359 -10.274457 20.363564 0.10 0.43 0.02
I -3.973108 -16.104203 17.658953 -0.50 -0.06 -0.43
S -0.544865 -14.378400 19.960372 0.32 -1.08 -0.08
O -1.156021 -13.975239 18.623969 -0.63 0.14 0.06
O -0.860472 -15.813183 20.242351 0.20 0.38 -0.43
O 0.925613 -14.199391 19.796170 0.06 0.07 0.18
O -1.082125 -13.565447 21.058116 0.02 0.47 -0.02
```
Forces are in eV/Å.

Summary:
Maximum force ... 1.484 eV Å⁻¹
HOMO ... 2.65 eV
HOMO-LUMO gap ... 4.39 eV
Total charge ... -3


Record 6
Density functional theory data (ωB97M-V/def2-TZVPD) for a molecular structure, InO8S2.

The geometry in XYZ format:
```
11
Properties=species:S:1:pos:R:3:forces:R:3
In -22.720615 15.108193 -17.981534 -0.08 -0.28 -0.22
S -23.391822 18.241818 -22.665963 -2.95 -1.46 1.00
O -24.088597 18.425474 -21.363903 -0.51 0.35 -1.00
O -23.768004 16.956784 -23.335805 -0.16 -0.67 0.23
O -23.830670 19.157095 -23.721927 0.69 1.04 0.53
O -22.026810 18.070124 -22.283230 2.99 0.52 -0.42
S -22.829597 9.929960 -16.743488 -0.97 2.13 0.52
O -21.959282 10.765730 -15.908116 1.20 0.41 1.43
O -24.147478 10.636772 -16.628142 -0.53 -0.79 0.19
O -22.404816 10.349036 -18.087468 0.43 -1.07 -1.57
O -22.825430 8.546904 -16.360916 -0.11 -0.18 -0.68
```
Forces are in eV/Å.

Summary:
Maximum force ... 3.436 eV Å⁻¹
HOMO ... -4.19 eV
HOMO-LUMO gap ... 1.50 eV
Total charge ... -1


Record 7
Density functional theory data (ωB97M-V/def2-TZVPD) for N2O3S in the gas phase.

The geometry in XYZ format:
```
6
Properties=species:S:1:pos:R:3:forces:R:3
N 1.843161 0.502155 -0.710578 1.44 -1.21 0.92
N -1.356668 -0.238775 0.362662 2.59 1.34 -0.84
O 2.665357 -0.300879 -0.469850 0.12 0.20 -0.48
O -2.366757 0.086522 -0.166129 -0.72 -0.37 0.04
O -1.070369 -0.724397 1.398232 -1.10 -1.36 1.59
S 0.285275 0.675374 -0.414337 -2.33 1.41 -1.23
```
Forces are in eV/Å.

Summary:
Maximum force ... 3.033 eV Å⁻¹
SMILES string ... O=NS[N+](=O)[O-]
HOMO (alpha / beta) ... -9.71 / -9.71 eV
HOMO-LUMO gap (alpha / beta) ... 8.11 / 8.11 eV


Record 8
Density functional theory data (ωB97M-V/def2-TZVPD) for 2 unconnected molecules or ions with the total composition N2O6.

The geometry in XYZ format:
```
8
Properties=species:S:1:pos:R:3:forces:R:3
N 1.701500 -1.639105 0.533603 1.26 0.75 1.12
O 0.532435 -1.660762 0.141521 0.74 -0.48 -0.14
O 2.702559 -1.481964 -0.229180 -0.93 -0.34 -0.55
O 1.983046 -1.698807 1.776555 -0.73 -0.33 -0.31
N -1.746409 1.607708 -0.538860 1.81 0.18 -1.43
O -1.900580 2.639609 -1.284480 -0.73 -0.40 0.88
O -2.518398 1.355140 0.405305 -0.09 0.23 -0.26
O -0.754154 0.878179 -0.804464 -1.32 0.40 0.69
```
Forces are in eV/Å.

Summary:
Maximum force ... 2.313 eV Å⁻¹
HOMO ... -1.06 eV
HOMO-LUMO gap ... 8.27 eV
Total charge ... -2


Record 9
Density functional theory data (ωB97M-V/def2-TZVPD) for a molecular structure, N2O6Rb4.

The geometry in XYZ format:
```
12
Properties=species:S:1:pos:R:3:forces:R:3
Rb 11.880510 7.509090 24.089590 3.38 0.52 10.16
Rb 11.200250 6.354710 19.458950 0.93 0.80 -11.47
Rb 9.148980 7.669520 21.250620 -9.32 4.14 -12.81
Rb 14.422460 6.293490 21.576270 16.82 -7.04 -2.06
N 11.597510 6.884560 21.827280 -6.01 5.55 1.32
O 12.771880 7.059620 21.803530 -7.86 5.37 0.86
O 10.853880 7.755960 22.292180 9.51 6.63 -4.79
O 10.996130 5.971940 21.405550 -0.06 -7.89 4.95
N 8.773010 7.225010 23.327270 -6.24 -4.66 12.32
O 7.721500 6.784120 22.925390 -4.05 -0.83 -5.00
O 8.582380 7.680760 24.465730 3.35 3.93 1.31
O 9.772250 6.626170 23.050350 -0.43 -6.53 5.22
```
Forces are in eV/Å.

Summary:
Maximum force ... 18.347 eV Å⁻¹
HOMO ... -14.98 eV
HOMO-LUMO gap ... 7.31 eV
Total charge ... +2


Record 10
Density functional theory data (ωB97M-V/def2-TZVPD) for a molecular structure, N3O13SSr2.

The geometry in XYZ format:
```
19
Properties=species:S:1:pos:R:3:forces:R:3
Sr 9.843168 -19.915397 5.441662 -0.66 -0.71 -0.15
Sr 5.298437 -26.931840 1.898510 -0.39 1.01 1.52
N 0.291229 -26.819747 3.853112 -3.38 -2.69 -1.30
O 0.898501 -27.828703 4.271384 0.97 0.63 0.53
O 0.740749 -26.110112 2.957913 2.03 1.34 -0.62
O -0.952547 -26.728393 4.072291 0.97 0.48 0.95
N 10.135467 -25.739401 4.605791 2.70 -3.12 3.74
O 10.341762 -26.882896 4.717616 1.75 -8.39 -0.46
O 9.275151 -25.347153 4.014052 -10.97 4.58 -9.19
O 10.717058 -25.012532 5.281115 6.33 7.00 5.49
N 5.087353 -20.745421 2.046214 0.58 -2.40 3.02
O 4.132585 -20.107084 1.546992 2.57 -0.02 0.31
O 6.287923 -20.304779 2.437740 -2.91 0.49 -1.91
O 4.875016 -21.970904 2.422442 0.20 1.77 -1.47
S 5.567923 -24.558406 7.266254 0.85 -4.29 -0.04
O 4.348253 -23.869214 7.114037 -2.92 2.40 -0.32
O 5.545587 -25.767237 6.322004 1.41 2.23 0.97
O 6.692381 -23.581274 7.192042 -0.07 -1.25 -0.01
O 5.538537 -25.165612 8.662893 0.95 0.94 -1.07
```
Forces are in eV/Å.

Summary:
Maximum force ... 15.028 eV Å⁻¹
HOMO ... -4.36 eV
HOMO-LUMO gap ... 1.90 eV
Total charge ... -1


Record 11
Density functional theory data (ωB97M-V/def2-TZVPD) for a molecular structure, N3O13SSr5.

The geometry in XYZ format:
```
22
Properties=species:S:1:pos:R:3:forces:R:3
Sr -0.599608 2.111246 0.933436 1.44 0.92 -0.38
Sr 2.799863 -3.158722 1.048096 0.26 0.38 0.00
Sr 0.942048 -0.414481 -2.526336 0.91 0.35 -2.82
Sr -1.681438 -0.661609 4.001825 0.84 1.02 0.33
Sr -3.698546 -2.792700 -1.201266 0.05 0.62 -1.98
N 3.107401 1.054214 -0.285310 0.90 0.81 1.34
O 2.181199 0.950447 0.599759 -1.09 -0.47 -0.65
O 2.844579 0.844246 -1.516608 -1.08 -0.85 -0.34
O 4.206210 1.353294 0.073801 -0.04 -0.24 -0.57
N -2.196654 -1.069701 -4.133877 0.27 1.25 -1.60
O -2.896562 -0.436552 -4.863077 -0.40 -0.49 0.49
O -2.568539 -1.313718 -2.908968 -0.27 -1.12 1.32
O -1.038108 -1.414496 -4.492909 0.57 -0.09 1.59
N 0.405379 2.551841 3.558712 0.46 1.04 1.60
O 0.510639 2.754861 4.724979 0.02 -0.66 -0.01
O 0.474237 1.355440 3.047573 -1.44 -1.73 0.02
O 0.207724 3.456496 2.736308 -0.38 0.65 -1.04
S -0.583562 -1.051688 0.259576 -2.02 -0.70 -0.66
O 0.610372 -1.894133 0.426965 0.77 -0.66 0.69
O -0.271543 0.025945 -0.679942 -0.69 0.97 1.03
O -1.683594 -1.838654 -0.334143 0.65 -0.21 1.40
O -1.071498 -0.411583 1.531408 0.26 -0.77 0.23
```
Forces are in eV/Å.

Summary:
Maximum force ... 2.982 eV Å⁻¹
HOMO ... -21.97 eV
HOMO-LUMO gap ... 5.57 eV
Total charge ... +5


Record 12
Density functional theory data (ωB97M-V/def2-TZVPD) for a molecular structure, NO3Rb5.

The geometry in XYZ format:
```
9
Properties=species:S:1:pos:R:3:forces:R:3
Rb 2.107092 -3.795137 -5.257003 -0.29 -0.12 -0.25
Rb -6.628889 -1.376893 1.274453 -0.05 -0.18 -0.07
Rb -4.252111 5.038311 2.521154 0.03 0.19 -0.03
Rb 5.866888 -1.529582 -1.538335 0.17 0.08 0.01
Rb 4.365282 1.242566 4.258254 -0.04 0.11 0.21
N -0.368358 0.151634 -0.380081 -1.04 -0.63 3.34
O -1.435681 0.670318 0.185852 2.13 -0.15 -1.52
O 0.784564 0.503745 -0.100538 0.64 2.32 0.45
O -0.438788 -0.904961 -0.963757 -1.55 -1.62 -2.13
```
Forces are in eV/Å.

Summary:
Maximum force ... 3.553 eV Å⁻¹
HOMO ... -14.69 eV
HOMO-LUMO gap ... 5.08 eV
Total charge ... +4


| no. | DFT total energy (eV) |
| --- | --- |
| 1 | -30378.2401 |
| 2 | -31924.2265 |
| 3 | -19738.6707 |
| 4 | -22335.5277 |
| 5 | -34960.0826 |
| 6 | -43217.0395 |
| 7 | -19951.1256 |
| 8 | -15258.4040 |
| 9 | -17848.0684 |
| 10 | -43570.8793 |
| 11 | -46042.5443 |
| 12 | -10873.8660 |